No. 1
{
  "formula": "C3H3AlO3",
  "method": "ωB97M-V/def2-TZVPD",
  "species": ["O", "Al", "O", "C", "O", "C", "H", "C", "H", "H"],
  "xyz": [[-0.378, 0.528, 1.646], [-1.186, -0.943, -1.290], [-1.204, 0.395, -0.384], [-0.486, 0.854, 0.471], [1.388, -0.018, 0.045], [1.385, -0.879, -0.956], [2.203, -0.576, -1.636], [1.124, -0.909, 1.547], [0.527, -1.813, 1.421], [1.961, -0.473, 2.082]],
  "multiplicity": 2,
  "lumo_energy_ev": [-18.73, -18.59],
  "molar_mass_g_mol": 114.036,
  "total_energy_ha": -582.4959,
  "total_charge": 3
}

---

No. 2
{
  "formula": "C5H5NO",
  "method": "ωB97M-V/def2-TZVPD",
  "species": ["C", "C", "C", "C", "C", "N", "O", "H", "H", "H", "H", "H"],
  "xyz": [[0.831, -1.413, -0.005], [1.971, -0.786, 0.006], [0.829, 1.214, -0.086], [-0.304, 0.543, -0.048], [-1.705, 0.523, 0.093], [-2.402, -0.479, -0.239], [2.032, 0.589, -0.049], [0.323, -2.336, 0.018], [2.972, -1.197, 0.023], [0.963, 2.285, -0.191], [-2.112, 1.446, 0.548], [-3.399, -0.389, -0.070]],
  "multiplicity": 3,
  "lumo_energy_ev": [0.77, -2.21],
  "molar_mass_g_mol": 95.101,
  "total_energy_ha": -323.2398,
  "total_charge": 0
}

---

No. 3
{
  "formula": "C5H8N3",
  "method": "ωB97M-V/def2-TZVPD",
  "species": ["C", "N", "C", "C", "C", "N", "C", "N", "H", "H", "H", "H", "H", "H", "H", "H"],
  "xyz": [[-0.461, 2.248, 0.270], [0.653, 1.887, -0.352], [1.047, 0.608, -0.792], [0.716, -0.739, -0.660], [-0.277, -1.434, 0.063], [0.023, -2.725, 0.399], [-1.393, -0.893, 0.541], [-2.471, -0.468, 0.455], [-0.504, 3.330, 0.571], [-1.279, 1.558, 0.444], [1.290, 2.556, -0.659], [1.941, 0.650, -1.394], [1.375, -1.446, -1.171], [-0.622, -3.464, 0.368], [0.829, -2.976, -0.271], [-3.105, -0.095, 1.240]],
  "lumo_energy_ev": [-5.10, -5.46],
  "molar_mass_g_mol": 110.140,
  "total_energy_ha": -359.2024,
  "total_charge": 1
}

---

No. 4
{
  "formula": "C2H6N2OS",
  "method": "ωB97M-V/def2-TZVPD",
  "species": ["C", "O", "C", "S", "N", "N", "H", "H", "H", "H", "H", "H"],
  "xyz": [[1.652, 0.402, 0.759], [0.582, -0.180, 0.147], [-0.573, 0.466, 0.252], [-0.960, 2.112, 0.535], [-1.597, -0.271, -0.238], [-1.112, -1.355, -1.265], [1.544, 1.624, 0.636], [1.446, 0.155, 1.937], [2.550, -0.306, 0.447], [-2.260, 0.448, -0.706], [-0.249, -0.791, -1.713], [-1.023, -2.306, -0.791]],
  "lumo_energy_ev": 0.55,
  "molar_mass_g_mol": 106.150,
  "total_energy_ha": -662.6221,
  "total_charge": 0
}